(1)
C9H23ClHfIOP2 | the ωB97M-V functional and the def2-TZVPD basis

Each line ends with the Löwdin charge.
Atoms and positions in Å:
1 H -4.8227 0.6415 0.8131  0.056
2 H 0.5565 2.6623 2.6186  0.054
3 H 2.2203 2.4956 2.0345  0.033
4 P 1.1582 0.3306 2.3353  0.670
5 C -2.0841 -1.9244 -2.2380  -0.275
6 Hf -0.1503 0.1938 0.0793  0.950
7 H 0.7622 -2.8138 -2.4669  0.074
8 H 0.9440 0.0744 4.7161  0.082
9 H 2.4760 -0.8355 -0.1983  0.021
10 H -3.4930 1.6995 1.3979  0.026
11 C 1.9332 -0.0574 -0.7495  -0.755
12 H -2.3803 -2.1581 -3.2691  0.082
13 C -3.7703 0.9234 0.6882  -0.275
14 C 0.3563 -0.2752 3.8555  -0.255
15 H -1.8376 -2.8473 -1.7027  0.065
16 I -2.4662 -0.8447 1.2401  1.017
17 H 0.1316 -2.3141 -4.0554  0.090
18 H -2.9141 -1.4455 -1.7108  0.006
19 C 0.5577 -1.9488 -3.1097  -0.215
20 C -1.0333 0.3235 -3.6066  -0.212
21 H 3.5290 -0.0453 1.8381  0.040
22 H 2.7300 -1.5015 2.4748  0.071
23 Cl 2.8581 1.4615 -0.4894  0.645
24 H 1.8369 2.1492 3.7651  0.088
25 P -0.6162 -0.8328 -2.2438  0.690
26 H 0.3464 -1.3716 3.8366  0.069
27 H -0.1399 0.8867 -3.9073  0.072
28 H -0.6714 0.0919 3.9176  0.033
29 H 3.1737 -0.1931 3.5983  0.088
30 C 2.8152 -0.4132 2.5824  -0.223
31 H 1.5070 -1.4441 -3.3193  0.056
32 O -0.0794 3.3088 -0.9782  0.260
33 C -0.2360 2.2207 -0.5852  -0.034
34 H -1.4353 -0.2446 -4.4611  0.090
35 H -3.5112 1.1701 -0.3427  0.010
36 H -1.7766 1.0532 -3.2626  0.051
37 H 2.0449 -0.2603 -1.8240  -0.012
38 C 1.4806 2.0846 2.7289  -0.232

Charge: +3


(2)
C17H38BClN3O3S | the ωB97M-V functional and the def2-TZVPD basis

Each line ends with the Löwdin charge.
Atoms and positions in Å:
1 H -2.9389 -3.5254 2.1974  0.080
2 C -5.1906 1.2150 1.5357  -0.267
3 H 5.9553 0.9009 -4.8347  0.156
4 H -6.1753 2.7889 5.2051  0.107
5 H 5.4786 -0.4672 -0.9348  0.147
6 H -5.8795 -0.8388 1.5848  0.062
7 H -1.1825 0.8484 0.1638  0.107
8 C -5.6814 2.7423 4.2278  -0.271
9 C -0.8794 -0.1903 -1.6818  -0.113
10 H 4.8197 1.7564 -2.5699  0.163
11 H -6.8957 0.2527 0.6295  0.074
12 H -6.9717 0.3034 2.3931  0.070
13 H -4.4224 -3.1619 1.3011  0.075
14 H -3.1069 -2.3790 -0.6429  0.101
15 H -3.9614 3.8876 4.8817  0.075
16 H -4.5766 1.0655 0.6382  0.092
17 H 0.2091 -0.0774 -1.6872  0.051
18 H -5.6989 0.5943 4.3027  0.103
19 H -2.7148 -4.0381 -0.2316  0.108
20 C 6.8682 -0.9438 -2.6773  -0.233
21 H 3.6708 -2.5082 -1.6899  0.097
22 H -4.2211 1.3122 4.9040  0.110
23 H 4.8910 1.1959 0.4087  -0.044
24 H -3.4548 1.8447 2.6384  0.099
25 C 5.5558 -0.1601 -2.0857  -0.130
26 Cl 8.2435 1.7335 -5.3852  0.611
27 O 7.3631 -0.4505 -3.9712  -0.097
28 H -1.3067 0.6212 -2.2799  0.075
29 C -1.4224 -0.1342 -0.2624  -0.269
30 B 4.1098 -0.6861 -2.7512  -0.367
31 H 0.2556 -1.0890 0.6916  0.096
32 H -6.4744 2.8283 3.4776  0.100
33 C 6.9804 0.9471 -4.2252  -0.556
34 C -1.1389 -2.6581 0.2331  -0.229
35 H -3.8169 0.1398 2.7982  0.089
36 H -0.6527 -2.8715 -0.7259  0.098
37 H -5.6272 2.2156 1.4453  0.101
38 O 3.6368 -0.2510 -4.1087  0.049
39 H 7.6844 -0.9711 -1.8264  0.186
40 H -4.2476 3.9611 3.1311  0.064
41 C -6.2971 0.1718 1.5427  -0.104
42 O 6.4774 -2.3744 -2.9078  -0.034
43 N 5.6801 1.3624 -2.0836  -0.435
44 C -4.9721 1.3916 4.1080  -0.226
45 C -2.6253 -3.0030 0.1173  -0.264
46 H 2.6495 -0.5143 -4.1075  0.139
47 C -3.3745 -2.8727 1.4356  -0.105
48 C -4.7347 3.9280 4.1095  -0.116
49 C 6.8969 1.8603 -2.8634  -0.150
50 H -1.1323 -1.1330 -2.1747  0.071
51 N 3.2025 -1.6194 -1.9714  0.116
52 H -2.5156 -0.2010 -0.2824  0.094
53 H 2.7157 -1.1459 -1.1793  0.081
54 H 7.8951 1.7150 -2.2360  0.173
55 H 6.7788 2.9948 -3.2141  0.171
56 C 7.6850 -3.1475 -2.4744  -0.104
57 H -5.2894 4.8642 4.2347  0.072
58 H -0.6725 -3.3335 0.9613  0.111
59 N 8.5492 -3.7459 -1.6975  0.155
60 S 5.6700 2.0222 -0.4286  0.900
61 C -0.8344 -1.2151 0.6494  -0.227
62 C -4.2807 1.1346 2.7648  -0.231
63 H -1.1941 -1.0471 1.6715  0.102
64 H -3.3608 -1.8451 1.8091  0.043

Charge: +1
Energy relative to the best compared isomer or geometry (same formula, charge and spin) (kJ/mol): 237.77


| no. | highest occupied orbital energy (eV) | frontier orbital gap (eV) |
| --- | --- | --- |
| 1 | -19.84 | 6.20 |
| 2 | -12.27 | 7.73 |